# 1
Formula: C31H70N2O19P
Source: OMol25
Level of theory: ωB97M-V/def2-TZVPD

- HOMO-LUMO gap: 5.85 eV
- Total charge: -1
- E_HOMO: -0.151 Ha
- Lowest unoccupied orbital energy: 1.76 eV
- Calculated total energy: -84442.7288 eV
- ΔE to the lowest compared entry with this formula, charge and spin: 0.649 eV

The geometry in XYZ format:
```
123
Properties=species:S:1:pos:R:3:forces:R:3
P -0.01688 0.36787 -0.28592 6.3 -0.6 1.5
O -0.23488 1.69587 -0.83892 -0.5 5.5 -2.4
O 0.73412 4.70587 3.04908 -1.6 0.1 0.0
O -5.65788 1.54687 0.20308 -2.0 1.0 0.0
O -3.89788 -3.53413 2.01708 1.1 0.4 -1.2
O -1.97288 -4.11313 0.76608 -0.5 -0.5 1.6
O 2.54912 3.47787 3.55308 -1.8 0.4 0.1
O -4.65188 2.66287 -1.59292 -1.5 -0.4 2.9
O -1.64288 -0.42213 6.50408 -0.3 -2.5 -4.4
O 3.50212 -4.01313 0.42208 -0.4 0.0 0.1
O 6.56112 0.22487 1.84908 -1.5 1.7 -1.5
O -0.35188 5.59887 -1.81192 1.2 1.9 -0.1
O -2.77088 -5.28413 -4.04592 5.0 0.8 -0.4
O -1.76088 6.24287 -3.45692 1.2 -0.3 0.9
O 1.55612 0.06387 -0.08192 0.8 0.6 -0.2
O 5.42212 1.51687 0.42108 3.1 1.7 -1.1
O -0.59488 0.14687 1.01708 -3.2 -1.2 5.4
O -0.71688 -4.15513 -3.91592 0.2 -2.5 -1.1
O 4.61312 -4.53113 -1.49592 0.3 0.8 -0.3
O -0.34888 -0.61313 -1.29992 -2.6 -4.0 -2.4
N 0.66512 -2.47613 1.12808 -2.4 -5.8 0.3
N 1.44712 0.71487 -3.21492 -5.1 0.8 3.0
C 1.10512 5.77987 3.85608 0.6 1.6 2.4
C -1.55388 3.93787 -3.01192 -0.7 -2.6 0.3
C -1.50088 -5.20513 -4.21192 -4.5 -0.5 0.8
C -3.93188 -4.71513 2.78408 0.3 -1.4 1.8
C -5.01988 -4.60613 3.92308 0.7 0.9 0.2
C 4.67012 2.81687 -1.40992 3.7 -0.2 1.7
C -4.69588 1.92187 -0.38592 1.8 -1.6 -0.9
C -2.84188 -3.33513 1.08608 -1.6 -1.2 -1.3
C 4.21812 0.55787 2.23908 0.7 -2.0 -2.3
C -1.93588 -0.50813 4.10108 0.5 0.2 -1.3
C 5.52312 0.79587 1.47108 -0.3 -3.3 3.6
C -1.20588 5.37087 -2.80592 -1.4 -0.7 0.7
C 0.53012 4.66587 -1.06092 -3.8 -1.7 1.0
C -0.17288 -1.88413 -3.29092 1.6 -5.4 -5.3
C 5.82512 -6.68113 -1.95292 -1.0 2.5 -3.0
C 1.40612 3.54187 3.07808 4.0 2.1 0.7
C -2.95188 -1.99213 0.45408 -2.0 -4.8 -7.8
C -3.36588 1.38687 -0.04092 1.1 4.9 -0.6
C 3.70912 -2.26913 -1.36692 -5.2 -3.6 4.5
C -1.24488 -3.08013 -3.22592 2.2 7.4 -12.1
C -5.94988 3.19187 -1.95592 0.9 1.3 -0.3
C -0.69488 -6.30513 -4.82492 3.8 2.0 0.7
C 4.31012 2.08087 -0.12192 -5.3 -0.6 -2.8
C 1.54212 5.50287 -0.29492 -0.9 1.1 -6.5
C 3.91112 -3.67013 -0.65092 1.2 0.0 -1.6
C 4.64012 -5.96413 -1.29492 -4.4 -0.6 0.8
C -1.64388 -1.06613 5.38508 1.5 1.6 4.5
C -5.63188 3.96587 -3.20792 -2.0 1.1 -0.5
C 0.14312 6.98287 3.75008 2.1 -0.5 -3.2
C -1.17788 -2.48013 5.32708 -0.4 -0.4 4.1
C 0.85512 2.50287 2.30508 -3.9 -1.0 -2.8
H -6.57188 2.35787 -2.27592 -0.5 0.0 0.9
H 5.22612 2.25587 -2.18492 0.4 -0.4 1.0
H 1.59012 2.06887 1.74008 2.9 -3.0 0.5
H -5.97188 -4.56313 3.42208 -0.7 -0.4 0.1
H 3.52512 2.78787 0.45508 2.4 -1.7 -0.4
H -0.26388 -5.74613 -5.78292 0.3 -1.3 2.2
H 0.61112 2.72287 1.15108 -1.7 0.8 2.4
H -4.98588 4.81487 -2.95292 -0.7 0.4 0.0
H 5.98312 -7.67613 -1.69392 -0.6 -1.9 0.5
H 2.99312 -2.64113 -2.16692 0.9 1.6 0.6
H 0.25012 7.83487 4.39708 0.9 0.3 0.0
H -3.09988 0.98287 0.89008 -0.2 -0.9 0.9
H 1.05812 6.06087 0.35408 -3.1 2.7 3.0
H 3.85712 3.02687 -1.98692 -2.7 1.6 -0.8
H 0.07612 -6.80113 -3.96892 -1.7 1.7 -2.8
H -2.65988 2.27587 -0.20292 -0.6 -0.5 1.0
H -2.99888 -4.75513 3.36308 0.2 -0.5 -0.6
H -2.38088 0.38287 4.19308 -1.8 3.7 0.9
H -1.50288 -3.34913 -2.40692 -3.0 -2.8 10.5
H 1.30712 -3.33013 1.19108 -1.9 0.5 -0.7
H 0.74812 3.78887 -1.79292 0.3 1.5 1.9
H 0.48212 -2.13513 0.21408 -0.5 0.9 -1.9
H -1.85088 3.19887 -2.17992 0.8 1.9 -0.2
H -1.52288 -3.04813 4.54408 -1.3 -1.0 -2.1
H -1.21888 -7.06313 -5.26192 -2.0 -2.0 -0.5
H -2.67788 -1.02013 3.54808 -0.4 -1.4 -0.8
H 0.77912 -2.07313 -2.87192 0.9 -1.4 1.4
H 2.00712 6.23087 3.54808 1.7 -0.2 -0.5
H -4.07388 -5.63013 2.15508 0.3 0.8 0.4
H -0.43288 -1.11013 -2.78792 -2.5 4.5 2.8
H 1.26012 -1.90513 1.50208 4.2 5.9 2.5
H -4.88188 -3.53413 4.28508 -0.1 -1.5 0.2
H -0.59588 3.43987 -3.31792 -1.0 0.1 -0.6
H 3.28612 -1.62713 -0.46592 -0.1 -0.9 -2.4
H -5.02388 3.48587 -3.98892 -0.8 -0.6 0.2
H 1.41012 -0.27813 -3.03792 0.0 -0.4 0.0
H 4.60812 -6.09013 -0.16292 0.3 -0.3 -1.4
H 1.79112 1.17387 -2.40692 1.5 0.4 1.7
H -2.92988 1.02187 -0.88892 0.9 -2.5 -2.2
H -5.02388 -5.41313 4.80408 0.3 1.8 -2.2
H -1.65388 -2.93013 6.30608 1.7 0.4 -1.7
H -6.43788 4.01387 -1.21692 1.1 -2.6 -1.2
H -0.09188 -2.56513 5.21208 0.0 0.2 0.8
H -4.00888 -1.76613 0.14408 1.3 0.1 0.5
H 0.02312 7.21987 2.63508 0.6 0.3 1.5
H -0.75988 6.63887 3.94008 -4.6 -1.7 1.2
H 1.64812 1.08887 -4.06092 1.6 0.9 -3.3
H 0.41812 1.12487 -3.02092 1.6 -1.6 0.2
H 3.52912 -6.27013 -1.67492 2.6 0.1 0.8
H -1.10988 -0.20213 3.45608 0.5 -0.9 -0.2
H -2.18388 -2.67013 -3.83092 1.7 -0.9 1.4
H -2.12688 -1.95513 -0.38692 -1.9 0.4 1.6
H -0.18688 -2.44613 1.72708 0.7 -0.4 -0.9
H 5.94212 -6.58413 -3.18892 -0.4 0.1 3.6
H 6.54712 -6.18013 -1.37992 2.2 0.8 -0.2
H 0.08112 1.84987 2.83308 1.2 0.8 -1.3
H -6.75088 4.21887 -3.52592 2.7 0.2 -0.2
H -2.47288 3.85287 -3.63892 1.4 0.1 -0.4
H -0.24888 4.30587 -0.20392 2.1 -0.1 -2.2
H 1.98512 6.29087 -0.94692 0.4 -1.0 0.2
H 1.27812 5.48987 4.93908 -0.4 0.0 -1.2
H 4.34212 -0.36013 2.75608 0.5 -0.5 1.1
H 4.00012 1.34987 2.84608 -0.7 2.1 1.8
H 3.35212 0.31287 1.62008 -0.1 0.7 -0.6
H 4.58512 -1.86113 -1.55192 4.1 1.7 -1.9
H 3.66212 1.22087 -0.53292 0.3 1.0 1.3
H 5.32712 3.65187 -1.06692 -0.7 0.0 -1.0
H 0.31112 -1.46113 -4.23992 -1.9 -1.3 -0.4
H -2.62788 -1.59913 1.23008 2.7 6.0 6.7
H 2.14812 5.03287 0.31908 3.5 -2.9 2.2
```
Positions in Å, forces in eV/Å.


# 2
Formula: C31H71B2BrClN2O2
Source: OMol25
Level of theory: ωB97M-V/def2-TZVPD

- HOMO-LUMO gap: 5.95 eV
- Total charge: -1
- E_HOMO: -0.135 Ha
- Lowest unoccupied orbital energy: 2.28 eV
- Calculated total energy: -124296.6972 eV

The geometry in XYZ format:
```
110
Properties=species:S:1:pos:R:3:forces:R:3
Br -3.68638 -1.07433 -2.77860 -0.1 0.0 -0.3
Cl -4.91123 2.43809 0.98888 -0.1 0.1 -0.1
O -5.06830 -2.87458 -0.07835 -0.4 0.2 0.2
O -2.86665 1.11590 1.88234 0.0 0.0 0.0
N -6.04881 -0.68858 0.51608 0.0 -0.5 0.5
N -2.22337 -1.55478 -0.20612 0.5 1.9 -0.2
C 1.75563 -1.78590 4.83479 0.0 0.0 0.0
C 4.39733 -1.06238 -2.84141 0.0 0.0 0.0
C 3.97710 -1.37280 -9.87995 0.0 0.0 0.0
C 2.88806 -1.57360 5.83831 0.0 0.0 0.0
C 3.21273 0.29859 -1.00177 0.0 0.0 0.0
C -7.10690 -0.45139 -0.46133 0.2 0.1 0.1
C -4.43410 3.57192 5.83101 0.0 0.0 0.0
C 4.74079 -1.47890 4.04990 0.0 0.0 0.0
C 5.28522 -2.87881 4.31425 0.0 0.0 0.0
C 2.69136 -0.68732 -9.41253 0.0 0.0 0.0
C 3.52924 -0.66806 0.13417 0.0 0.1 0.0
C -7.06826 5.18980 6.27683 0.0 0.0 0.0
C 3.11346 -0.38019 -2.36639 0.0 0.0 0.0
C 3.09430 -0.98915 -6.90818 0.0 0.1 0.0
C -4.77013 1.31805 4.67213 -0.1 0.0 0.0
C -3.18187 0.82650 -0.47994 -0.2 0.2 -0.5
C 5.61841 -0.14851 -2.93386 0.0 0.0 -0.1
C 5.44898 0.99417 -3.93050 0.1 0.0 0.0
C -4.75064 2.83529 4.52992 0.1 0.0 0.1
C -6.58442 -1.32770 1.71611 -0.2 0.0 -0.2
C 1.16111 -0.48948 4.29588 0.0 -0.1 0.0
C 5.20176 -0.46164 -9.94870 0.0 0.0 -0.1
C -1.92118 -1.98466 2.18719 -0.3 0.3 0.0
C 4.10218 -0.82964 5.27709 0.0 0.0 0.0
C -5.44015 3.34567 6.96180 0.0 0.0 0.0
C -0.03685 -1.03719 0.73358 -0.2 -0.7 -0.2
C -1.48303 -1.51794 0.80087 -0.2 -0.8 0.1
C 2.78467 -0.01760 -8.04238 0.0 0.0 0.0
C -3.46034 1.32272 0.87288 0.3 -0.1 0.3
C -6.88221 3.71485 6.61766 0.0 0.0 0.0
C 5.04726 0.69362 -10.93253 0.0 0.0 0.0
B -4.91341 -1.46667 -0.06328 0.0 0.3 -0.4
B -3.45690 -0.79663 -0.66324 -0.1 -1.1 0.6
H 0.36704 -1.35073 -0.22945 0.1 0.2 0.0
H 0.96541 -2.36684 5.31778 0.0 0.0 0.0
H 2.38354 0.05720 -10.15216 0.0 0.0 0.0
H 2.76719 -1.44664 0.19175 0.0 0.0 0.0
H 5.24535 0.60261 -4.93013 0.0 0.0 0.0
H 0.76105 0.12489 5.10581 0.0 0.0 0.0
H 2.50345 -1.01165 6.69567 0.0 0.0 0.0
H 3.53959 0.77407 -8.06219 0.0 0.0 0.0
H 6.48029 -0.75253 -3.23222 0.0 0.0 0.0
H -0.04432 0.05414 0.78493 0.0 0.0 0.1
H -2.12693 1.01338 -0.70273 0.0 -0.1 0.1
H 3.80085 -1.80444 -10.87084 0.0 0.0 0.0
H 5.95290 1.30098 -10.96980 0.0 0.0 0.0
H -2.91631 -2.42406 2.11571 0.0 0.0 0.0
H 1.90259 0.10046 3.75395 0.0 0.0 0.0
H 6.03578 -2.86128 5.10836 0.0 0.0 0.0
H -1.95681 -1.14247 2.88476 0.1 0.0 0.0
H 2.25760 0.78642 -0.79289 0.0 0.0 0.0
H 4.62686 1.65497 -3.65237 0.0 0.0 0.0
H -3.77202 1.37323 -1.21110 -0.1 0.0 0.1
H 4.50115 -1.15021 0.00748 0.0 0.0 0.0
H 4.49468 -3.56776 4.61561 0.0 0.0 0.0
H 5.55711 -0.83840 3.70431 0.0 0.0 0.0
H -3.44462 3.26094 6.18262 0.0 0.0 0.0
H -5.40906 2.29763 7.27190 0.0 0.0 0.0
H -5.54034 0.98474 5.37266 0.0 0.0 0.0
H 0.34607 -0.70513 3.60803 0.0 0.1 0.0
H 2.79448 0.35824 -3.10759 0.0 0.0 0.0
H 1.89081 -1.43309 -9.38778 0.0 0.0 0.0
H 4.02022 -1.51673 3.22875 0.0 0.0 0.0
H -6.75122 5.82423 7.10841 0.0 0.0 0.0
H -3.80494 0.94899 5.02726 0.0 0.0 0.0
H 3.11984 -0.46644 -5.95101 0.0 0.0 0.0
H 5.75457 -3.29151 3.41993 0.0 0.0 0.0
H 0.56224 -1.45278 1.54584 0.2 0.1 0.0
H -1.23590 -2.74287 2.57722 0.1 0.1 0.0
H -5.34685 -3.14686 -0.95820 0.3 -0.2 -0.1
H -7.31249 -1.32450 -1.10155 0.0 0.0 0.0
H 4.20867 -1.50251 -3.82645 0.0 0.0 0.0
H -7.12280 -2.26511 1.50894 0.1 0.0 0.0
H 6.35527 1.59975 -3.98668 0.0 0.0 0.0
H 3.54628 -0.14577 1.09272 0.0 0.0 0.0
H -4.35400 4.64337 5.62300 0.0 0.0 0.0
H -8.11500 5.41485 6.06530 0.0 0.0 0.0
H -7.28494 -0.64401 2.20772 0.1 0.0 0.0
H -7.23416 3.10118 5.78460 0.0 0.0 0.0
H -7.51913 3.46328 7.47096 0.0 0.0 0.0
H 4.85288 0.32153 -11.94113 0.0 0.0 0.0
H -5.70886 3.17425 4.12614 0.0 0.0 0.0
H 2.31530 -1.12759 -2.33084 0.0 0.0 0.0
H 5.85977 0.25722 -1.94734 0.0 0.0 0.0
H 4.06342 -1.47342 -7.04425 0.0 0.0 0.0
H 5.43050 -0.06697 -8.95499 0.0 0.0 0.0
H 3.81574 0.19462 5.02421 0.0 0.0 0.0
H 4.63479 -1.90083 -2.18061 0.0 0.0 0.0
H -6.48887 5.47412 5.39755 0.0 0.0 0.0
H 3.96246 1.09569 -1.02768 0.0 0.0 0.0
H -4.00331 3.10432 3.78198 0.0 0.0 0.0
H -8.03718 -0.22633 0.06691 0.0 0.1 0.0
H 3.20307 -2.54426 6.23280 0.0 0.0 0.0
H 4.85601 -0.74480 6.06748 0.0 0.0 0.0
H 2.33120 -1.76716 -6.84275 0.0 0.0 0.0
H 6.06616 -1.06459 -10.24037 0.0 0.0 0.0
H 1.83333 0.47811 -7.83474 0.0 0.0 0.0
H 4.22329 1.35228 -10.65437 0.0 0.0 0.0
H -5.77825 -1.54981 2.41802 0.0 0.0 0.0
H -4.96856 0.84838 3.70880 0.0 0.0 0.0
H -6.85226 0.39866 -1.09690 0.0 -0.1 -0.1
H 4.20077 -2.21637 -9.22143 0.0 0.0 0.0
H 2.10973 -2.39697 3.99892 0.0 0.0 0.0
H -5.12462 3.92796 7.83513 0.0 0.0 0.0
```
Positions in Å, forces in eV/Å.